Model w:
Here is 8 unconnected molecules or ions with the total composition H16O8 from the OMol25 dataset. Energies are from the ωB97M-V functional and the def2-TZVPD basis.

Each line ends with the Mulliken charge.
Geometry (Å):
O -0.01 -0.70 -0.16  -0.559
H -0.54 -0.56 0.63  0.322
H 0.83 -0.25 0.03  0.242
O -4.79 -0.46 0.05  -0.663
H -4.10 -0.58 0.71  0.407
H -4.56 0.38 -0.38  0.270
O 3.60 -0.29 1.66  -0.594
H 3.46 0.57 2.08  0.300
H 4.55 -0.35 1.56  0.307
O 3.42 3.51 -0.44  -0.631
H 4.12 4.13 -0.24  0.318
H 2.79 3.62 0.28  0.313
O 3.91 -2.08 -1.44  -0.641
H 3.15 -1.85 -0.89  0.327
H 3.52 -2.30 -2.29  0.308
O -0.62 -2.72 0.05  -0.577
H -1.10 -2.89 -0.77  0.320
H -1.21 -3.04 0.74  0.246
O -2.97 3.25 -0.37  -0.627
H -2.27 2.75 -0.80  0.330
H -3.66 2.59 -0.22  0.303
O -2.16 -0.75 0.11  -0.564
H -2.52 -1.51 0.57  0.284
H -2.86 -0.46 -0.47  0.261

Results
LUMO energy: 0.01 eV
HOMO: -0.3467 Ha
HOMO-LUMO gap: 9.444 eV
SMILES: O.O.O.O.O.O.O.O



Model x:
Here is 8 unconnected molecules or ions with the total composition H16O8 from the OMol25 dataset. Energies are from the ωB97M-V functional and the def2-TZVPD basis.

Each line ends with the Mulliken charge.
Geometry (Å):
O 3.52 1.23 0.71  -0.659
H 3.02 0.45 0.45  0.378
H 4.36 1.14 0.26  0.304
O 1.26 -0.66 2.55  -0.608
H 1.68 0.08 3.00  0.282
H 1.58 -1.44 3.01  0.281
O -1.44 2.22 -0.62  -0.725
H -0.83 2.78 -1.12  0.334
H -1.67 2.74 0.15  0.316
O -3.64 0.96 -1.80  -0.633
H -2.77 1.28 -1.53  0.399
H -4.25 1.41 -1.20  0.272
O -0.07 0.10 0.08  -0.562
H 0.38 0.39 0.89  0.195
H -0.65 0.86 -0.18  0.466
O 2.24 -1.00 -1.22  -0.682
H 2.24 -1.78 -0.67  0.331
H 1.35 -0.62 -1.10  0.306
O -0.61 -2.57 1.55  -0.633
H -1.52 -2.66 1.86  0.301
H -0.37 -1.65 1.75  0.328
O -1.60 -1.29 -2.25  -0.616
H -0.94 -1.15 -1.55  0.316
H -1.28 -0.79 -3.00  0.312

Results
LUMO energy: -0.19 eV
HOMO: -0.3875 Ha
HOMO-LUMO gap: 10.357 eV
SMILES: O.O.O.O.O.O.O.O



Model y:
Here is 8 unconnected molecules or ions with the total composition H16O8 from the OMol25 dataset. Energies are from the ωB97M-V functional and the def2-TZVPD basis.

Each line ends with the Mulliken charge.
Geometry (Å):
O -0.50 -2.84 1.78  -0.583
H -0.65 -2.07 1.23  0.321
H -0.40 -2.50 2.67  0.260
O -2.43 2.29 -0.62  -0.654
H -1.59 1.83 -0.67  0.328
H -2.60 2.59 -1.52  0.307
O -0.20 -0.76 -3.56  -0.640
H -0.05 -1.25 -2.74  0.310
H 0.66 -0.76 -3.99  0.302
O 0.25 -0.73 -0.50  -0.676
H 0.58 -0.45 0.36  0.248
H 0.27 0.08 -1.04  0.430
O -0.40 -3.33 -1.47  -0.621
H -1.16 -3.82 -1.14  0.327
H -0.37 -2.52 -0.95  0.395
O 0.83 0.01 2.45  -0.686
H 0.52 -0.55 3.16  0.244
H 1.78 -0.16 2.41  0.354
O 0.68 2.04 -0.91  -0.559
H 1.08 2.29 -0.07  0.321
H 1.22 2.47 -1.58  0.277
O 0.86 2.90 1.89  -0.658
H 0.75 3.29 2.76  0.298
H 0.85 1.95 2.02  0.356

Results
LUMO energy: -0.30 eV
HOMO: -0.3965 Ha
HOMO-LUMO gap: 10.489 eV
SMILES: O.O.O.O.O.O.O.O



Model z:
Here is 8 unconnected molecules or ions with the total composition H16O8 from the OMol25 dataset. Energies are from the ωB97M-V functional and the def2-TZVPD basis.

Each line ends with the Mulliken charge.
Geometry (Å):
O -32.84 1.13 10.33  -0.637
H -32.56 2.03 10.07  0.376
H -32.46 1.02 11.18  0.278
O -29.78 9.00 12.20  -0.600
H -29.79 9.85 11.75  0.316
H -30.17 8.41 11.56  0.317
O -31.18 3.18 9.63  -0.699
H -30.67 3.25 10.44  0.359
H -30.60 3.49 8.91  0.304
O -31.42 7.39 10.35  -0.683
H -31.30 8.31 10.08  0.306
H -31.59 6.91 9.54  0.249
O -29.20 5.85 11.78  -0.575
H -28.71 5.09 11.48  0.285
H -30.03 5.47 12.07  0.320
O -30.62 5.68 14.89  -0.609
H -31.24 6.16 14.36  0.307
H -30.15 6.33 15.37  0.307
O -30.14 2.75 12.03  -0.605
H -29.94 1.83 12.25  0.265
H -29.70 3.18 12.79  0.277
O -32.03 5.21 11.73  -0.635
H -31.90 6.06 11.32  0.471
H -31.84 4.56 11.09  0.306

Results
LUMO energy: -0.01 eV
HOMO: -0.3929 Ha
HOMO-LUMO gap: 10.676 eV
SMILES: O.O.O.O.O.O.O.O



Stability verdict: model y, ahead by 8.7 kJ/mol